1.
ORCA calculation (ωB97M-V with the def2-TZVPD basis set) on a structure of composition C15H38N4Na4O9Pb at a distorted geometry.

Structure (XYZ):
```
71
Properties=species:S:1:pos:R:3:forces:R:3:mulliken_charge:R:1
Na -3.1341 2.8169 1.5850 -0.032 0.173 -0.383 1.017
Na -2.8299 0.0226 -0.1298 0.868 -1.116 -0.421 0.862
Na -0.2738 3.1098 3.6341 0.985 -0.145 0.233 0.949
Na -2.9454 0.6242 4.0560 0.461 -1.663 0.259 0.912
Pb 0.4093 3.8384 -0.4597 1.135 -0.467 -0.986 1.259
C -0.5691 1.4752 1.1258 0.755 1.501 -2.651 0.965
O -0.6707 1.2221 -0.0926 0.461 0.690 -2.436 -0.773
O -1.4344 0.9802 1.8497 -4.414 -0.773 4.504 -0.614
O 0.2656 2.3476 1.5471 0.775 0.817 1.248 -1.262
C 2.6836 1.2386 -1.2819 -1.223 -0.198 -0.313 -0.756
O 2.6160 2.7128 -1.2915 -1.009 -1.171 1.391 -0.325
C 2.9746 3.2236 -2.5563 0.770 0.440 0.297 -0.332
C 2.9238 4.7111 -2.4780 0.547 1.142 -0.463 -0.932
N 1.5649 5.2805 -2.3068 0.979 -1.132 1.712 -0.227
C 0.7702 5.1516 -3.4581 -2.914 -0.661 -1.753 -0.758
C -0.7123 4.7665 -3.1938 -0.357 0.916 -0.423 -0.832
O -0.9210 3.5122 -2.4651 0.692 -0.470 -0.298 -0.057
C -2.2280 2.9073 -2.6225 -0.317 0.996 -0.364 -0.452
H 3.4288 0.8025 -1.9473 0.387 0.642 0.098 0.467
H 1.7179 0.9228 -1.6766 -0.075 -0.293 0.004 0.215
H 2.7908 0.8063 -0.2871 0.192 0.645 0.115 0.254
H 2.3492 2.8089 -3.3468 0.095 -0.144 -0.108 0.374
H 4.0285 2.9682 -2.6661 -0.022 -0.146 -0.626 0.471
H 3.3792 5.0760 -3.3987 -0.106 0.217 -0.219 0.423
H 3.5589 5.1199 -1.6922 -0.014 -0.332 0.201 0.432
H 1.6240 6.2337 -1.9783 0.092 0.262 -0.069 0.312
H 1.1290 4.4310 -4.1930 0.426 -0.273 0.397 0.322
H 0.6828 6.0440 -4.0779 0.148 0.447 0.239 0.497
H -1.1917 4.8132 -4.1716 -0.104 -0.889 -0.152 0.547
H -1.2956 5.5213 -2.6665 0.349 0.385 0.449 0.419
H -2.2811 1.8492 -2.3663 0.767 0.105 -0.102 -0.171
H -2.5576 3.0641 -3.6496 0.097 -0.299 -0.060 0.394
H -2.9486 3.4550 -2.0152 -0.141 0.147 0.222 0.330
C -2.9404 -1.9467 -2.4784 -1.614 -0.319 -2.033 -1.035
O -2.0576 -1.9350 -1.4265 0.644 1.136 0.445 -0.193
C -0.6952 -1.8189 -1.8614 1.350 -1.459 2.702 -0.749
C 0.0723 -1.8159 -0.4657 -0.744 0.277 -0.534 -0.373
N 0.3536 -3.0624 0.2430 -0.866 0.153 -1.292 -0.251
C -0.8365 -3.9600 0.4909 1.181 -1.081 0.503 -0.423
C -0.5337 -4.8908 1.7283 1.311 1.321 -1.701 -0.687
O 0.3606 -5.9290 1.2650 -1.968 2.127 -0.349 -0.373
C 0.7543 -6.7709 2.2832 -0.334 -2.409 0.228 -0.847
H -2.9133 -2.8666 -3.0625 0.424 -0.051 -0.160 0.349
H -2.7815 -1.0977 -3.1433 0.208 0.098 -0.336 0.375
H -3.9944 -1.8991 -2.2049 -0.009 0.079 0.809 0.342
H -0.3893 -0.9818 -2.4889 -0.793 0.581 0.098 0.467
H -0.3479 -2.7027 -2.3965 -0.456 -0.289 -0.200 0.479
H -0.5641 -1.2565 0.2200 -0.039 0.539 -0.038 -0.584
H 1.0068 -1.2765 -0.6208 0.139 -0.002 0.239 0.767
H 0.9641 -3.4892 -0.4390 0.434 -1.097 0.537 0.329
H -1.0093 -4.6621 -0.3248 0.199 0.020 -0.313 0.390
H -1.7846 -3.4243 0.5371 0.235 0.396 0.559 0.458
H -1.4880 -5.1120 2.2063 0.060 -1.092 0.002 0.549
H 0.0847 -4.3126 2.4149 -0.181 0.288 0.423 0.116
H -0.1013 -7.3301 2.6617 -0.400 0.255 0.473 0.355
H 1.2973 -6.3489 3.1289 0.255 0.339 -0.259 0.298
H 1.2678 -7.5859 1.7731 0.777 0.281 0.298 0.304
C 1.7244 -0.7144 3.5492 0.688 -1.940 2.127 0.550
O 2.2285 -1.5133 4.2979 0.330 -0.051 0.520 -0.592
N 1.5668 0.5819 3.8197 -0.672 3.238 0.961 -0.258
N 1.1566 -1.0553 2.4217 -1.379 -0.634 -2.859 0.249
H 1.6519 0.8995 4.7746 0.552 -0.051 -0.267 0.229
H 1.2648 1.1807 3.0645 0.398 0.135 0.365 0.130
H 1.2097 -2.0196 2.1261 -0.020 -0.011 -0.598 -0.102
H 0.6691 -0.3431 1.8971 0.237 -0.821 -0.227 -0.214
C -1.3275 -2.6274 4.4111 -0.384 0.929 0.391 -0.552
O -1.9690 -1.7041 3.4076 0.248 -0.097 1.330 -0.518
H -1.9001 -2.6457 5.3384 -0.903 -0.399 -0.560 0.349
H -1.1907 -3.6058 3.9505 0.008 0.254 0.347 0.115
H -0.4285 -2.1803 4.8355 0.612 -0.115 -0.906 0.293
H -1.2847 -1.6344 2.7379 0.216 0.121 -0.266 0.330
```
Positions in Å, forces in eV/Å.

Values from the calculation:
Total charge: +4

2.
ORCA calculation (ωB97M-V with the def2-TZVPD basis set) on a structure of composition C15H39InN2O5PS4 at a distorted geometry.

Structure (XYZ):
```
67
Properties=species:S:1:pos:R:3:forces:R:3:mulliken_charge:R:1
C 4.2872 -2.2459 1.2937 -1.524 1.162 -1.661 -0.891
C 3.2186 -1.4760 0.5545 1.686 -1.798 2.035 -0.013
C 1.6559 -1.5635 1.0609 1.593 0.480 1.196 -0.573
In 0.1438 -1.0330 -0.5667 -0.255 0.485 1.969 0.813
N -0.1908 1.0646 -0.8041 -0.454 0.292 -0.817 -0.655
N 0.8426 -1.9363 -2.3760 7.768 6.041 -4.183 -0.567
C 1.8622 -1.1073 -2.8376 -0.493 -1.594 0.746 0.626
O 2.9060 -0.3885 -3.2759 -6.984 -4.762 2.733 -0.661
P -2.0928 -2.0539 0.1557 -0.772 -0.715 -0.152 -0.264
C -2.8261 -1.1553 1.6771 0.432 0.928 0.716 -0.492
C -1.6197 -3.8940 0.5882 1.139 -0.796 -0.237 -0.482
C -1.3834 -4.6176 -0.9005 -0.732 1.114 0.605 -0.768
H 4.5918 -1.9580 2.3913 -1.658 -1.535 -1.772 0.201
H 4.8406 -3.1467 0.7500 -0.174 2.840 0.860 0.190
H 3.5846 -0.8542 -0.3834 -1.404 -2.221 1.180 0.207
H 1.4650 -0.8790 2.0055 0.275 -1.093 -1.814 0.190
H 1.4061 -2.6703 1.4128 0.943 2.294 -0.705 0.249
H 0.2087 1.4339 -1.7042 -0.772 -0.406 1.139 0.133
H -1.2278 1.2458 -0.7909 1.473 -0.160 -0.296 0.143
H -2.2088 -1.4986 2.6208 -1.523 0.879 -1.509 0.221
H -3.9933 -1.3054 1.8007 2.660 0.011 -0.206 0.172
H -2.6583 0.0030 1.5102 -0.180 -2.476 0.448 0.086
H -0.5716 -3.9348 1.1302 -2.146 -0.046 -0.796 0.209
H -2.4385 -4.4364 1.2244 1.665 1.138 -1.303 0.316
H -2.2655 -4.2179 -1.5742 1.775 -0.986 1.126 0.190
H -1.4203 -5.7864 -0.8433 0.338 2.218 -0.141 0.278
H -0.3829 -4.1756 -1.3235 -1.876 -1.212 0.614 0.202
C 2.3115 3.3539 0.2969 -0.054 0.173 0.087 -0.793
S 3.4253 1.9321 0.4058 -0.239 -0.068 0.281 0.874
O 3.6792 1.6688 1.8608 -0.006 0.417 -0.480 -0.693
C 4.8799 2.7813 -0.2543 0.206 0.128 -0.014 -0.889
H 1.3368 3.0628 0.6966 0.179 -0.213 -0.194 0.079
H 2.7084 4.1864 0.8830 0.159 -0.094 0.034 0.398
H 2.1984 3.6507 -0.7484 0.032 -0.188 0.030 0.232
H 5.1203 3.6486 0.3654 -0.064 -0.068 0.044 0.339
H 4.6842 3.0965 -1.2820 -0.174 -0.069 0.098 0.092
H 5.7227 2.0854 -0.2449 -0.191 -0.027 0.087 0.321
C -0.5934 3.1416 3.4694 0.045 0.067 -0.086 -0.743
S -1.9277 2.0203 3.9552 -0.228 -0.121 -0.667 0.559
O -2.7941 1.8018 2.7501 0.388 0.593 0.866 -0.607
C -2.7811 3.1979 5.0312 -0.125 0.142 0.035 -1.015
H 0.0538 2.6233 2.7574 -0.170 -0.073 0.118 0.063
H -1.0084 4.0350 2.9965 -0.079 -0.113 0.025 0.333
H -0.0102 3.4195 4.3504 -0.055 -0.092 -0.021 0.410
H -3.0628 4.0877 4.4630 0.047 -0.100 -0.035 0.292
H -2.1275 3.4740 5.8621 -0.002 -0.068 -0.073 0.352
H -3.6819 2.7197 5.4245 0.165 -0.035 -0.122 0.331
C 2.8480 3.3924 -5.7707 -0.044 0.251 -0.005 -1.034
S 3.4856 2.4960 -4.3342 -0.263 -0.139 0.364 0.696
O 2.8638 3.1034 -3.1114 0.422 0.031 -0.635 -0.604
C 5.1769 3.1272 -4.4538 0.070 0.227 0.041 -1.076
H 1.7813 3.1757 -5.8698 0.180 -0.066 0.131 0.309
H 2.9871 4.4674 -5.6335 0.004 -0.061 0.047 0.311
H 3.3687 3.0582 -6.6712 -0.007 -0.049 0.110 0.379
H 5.1740 4.2184 -4.3967 -0.054 -0.049 0.013 0.339
H 5.6228 2.8015 -5.3966 -0.089 -0.036 0.072 0.429
H 5.7584 2.7230 -3.6212 -0.194 -0.035 -0.098 0.278
C -6.3782 -5.2592 0.8435 -0.130 -0.042 0.140 -1.079
S -5.2802 -4.0491 0.0666 0.636 0.440 0.444 0.610
O -4.4369 -3.4446 1.1503 -1.536 -0.826 -0.401 -0.536
C -6.5757 -2.8547 -0.3431 -0.099 0.135 0.031 -1.071
H -5.7725 -6.0899 1.2144 0.021 0.188 -0.105 0.325
H -6.9111 -4.7992 1.6792 0.083 0.033 -0.059 0.301
H -7.0904 -5.6342 0.1047 0.071 0.039 -0.004 0.391
H -7.0965 -2.5412 0.5650 0.101 -0.069 -0.002 0.311
H -7.2816 -3.3070 -1.0438 0.086 -0.034 0.030 0.425
H -6.1102 -1.9840 -0.8119 0.111 -0.213 0.098 0.297
```
Positions in Å, forces in eV/Å.

Values from the calculation:
Total charge: -1

no.,LUMO level (Ha),E_tot (a.u.)
1,-0.518,-2331.19514
2,0.078,-3204.51139